Record 1
{
  "formula": "C43H48ClCuN4O2",
  "method": "ωB97M-V/def2-TZVPD",
  "elements": ["Cu", "C", "C", "C", "C", "C", "C", "C", "C", "C", "C", "C", "C", "C", "C", "C", "C", "N", "C", "C", "C", "N", "C", "C", "C", "N", "C", "C", "C", "C", "C", "C", "C", "C", "C", "C", "C", "C", "N", "C", "C", "H", "H", "H", "H", "H", "H", "H", "H", "H", "H", "H", "H", "H", "H", "H", "H", "H", "H", "H", "H", "H", "H", "H", "H", "H", "H", "H", "H", "H", "H", "H", "H", "H", "H", "H", "H", "H", "H", "H", "H", "H", "H", "H", "H", "Cl", "C", "C", "C", "C", "C", "C", "C", "O", "O", "H", "H", "H", "H"],
  "xyz": [[-0.05682, -0.37447, -0.44860], [1.60242, -6.18790, 0.89327], [1.97527, -5.07655, 1.85908], [1.12289, -3.82075, 1.83399], [0.44594, -3.11823, 2.83055], [0.19847, -3.43119, 4.26153], [-1.19084, -3.99762, 4.43787], [-0.23813, -1.97709, 2.14938], [-1.06657, -1.12052, 2.94230], [-1.61964, 0.03339, 2.33519], [-2.53600, 0.94237, 2.94978], [-3.04158, 0.79815, 4.35006], [-1.86958, 0.88626, 5.38400], [-2.73410, 1.97130, 2.00941], [-1.95169, 1.59194, 0.79144], [-1.95220, 2.43797, -0.35695], [-1.23325, 2.18719, -1.49098], [-0.66838, 0.96992, -1.88653], [0.02045, 1.24404, -3.04899], [0.62349, 0.22662, -3.79307], [1.04486, -0.96355, -3.16864], [0.84790, -1.34529, -1.81990], [1.49596, -2.51898, -1.73736], [1.67138, -3.25707, -0.57377], [1.01928, -2.99013, 0.60966], [0.18307, -1.93023, 0.82140], [1.93587, -3.03052, -3.02854], [1.68479, -2.00384, -3.88141], [2.02172, -1.88485, -5.36915], [0.88889, -2.14061, -6.31761], [2.52923, -4.37389, -3.34253], [4.02675, -4.38091, -3.01999], [-0.18284, 2.61641, -3.51322], [-0.94688, 3.18992, -2.50806], [-1.49273, 4.57402, -2.43510], [-1.00513, 5.31894, -1.15359], [0.53225, 3.19495, -4.69594], [-0.21535, 3.02191, -6.03946], [-1.34811, 0.39762, 0.98004], [-3.59047, 3.17587, 2.24314], [-5.09417, 2.95902, 2.11907], [1.72044, -7.19102, 1.30525], [2.21414, -6.19655, -0.00512], [0.50321, -6.18090, 0.62077], [3.01682, -4.70402, 1.71762], [1.95944, -5.50563, 2.87193], [0.24148, -2.47654, 4.86805], [0.97182, -4.14202, 4.68678], [-1.93892, -3.21084, 4.12009], [-1.40889, -4.21301, 5.48631], [-1.41159, -4.87833, 3.79616], [-1.46771, -1.39665, 3.91980], [-3.62185, -0.15424, 4.51307], [-3.73862, 1.61266, 4.59858], [-1.23231, -0.01858, 5.37873], [-2.27681, 0.90777, 6.39476], [-1.26418, 1.76428, 5.20714], [-2.69825, 3.30661, -0.41562], [0.92683, 0.54059, -4.77018], [2.45998, -4.04534, -0.59212], [2.81864, -2.63670, -5.54222], [2.50441, -0.90315, -5.56509], [0.69273, -3.17697, -6.48037], [1.14659, -1.69340, -7.32620], [-0.04900, -1.62980, -6.00684], [2.30707, -4.83610, -4.29463], [1.99727, -5.02312, -2.61461], [4.62682, -3.87068, -3.77576], [4.34242, -5.42130, -2.89983], [4.19078, -3.85936, -2.04304], [-2.56415, 4.56337, -2.45366], [-1.16785, 5.09171, -3.34318], [-1.82242, 5.68823, -0.50391], [-0.37542, 6.19573, -1.43064], [-0.34163, 4.73340, -0.61384], [1.51118, 2.71493, -4.72017], [0.61370, 4.25826, -4.40204], [-0.75841, 2.08063, -6.15460], [0.54387, 3.02097, -6.80103], [-0.90730, 3.83578, -6.21388], [-3.24783, 3.97526, 1.59025], [-3.37822, 3.49491, 3.25596], [-5.43621, 3.10654, 1.11869], [-5.59688, 3.66580, 2.79100], [-5.30056, 1.94530, 2.34227], [1.17759, 3.84873, 6.05347], [1.16077, 3.32668, 4.40262], [1.43035, 2.00156, 4.09792], [1.43729, 1.58498, 2.75540], [1.39447, 2.50079, 1.69057], [1.20981, 3.86715, 2.04394], [1.11895, 4.26883, 3.35668], [1.48911, 2.10402, 0.22937], [1.50206, 2.99717, -0.64949], [1.65584, 0.81271, -0.00378], [1.57691, 1.26336, 4.89911], [1.53315, 0.55020, 2.54487], [1.23631, 4.62995, 1.21857], [0.93632, 5.29174, 3.57435]],
  "total_charge": -1,
  "spin_multiplicity": 2,
  "homo_lumo_gap_ha": [0.1994, 0.1997],
  "homo_energy_ev": [-3.7, -3.7]
}

=====

Record 2
{
  "formula": "C43H48N2O3P2Zr",
  "method": "ωB97M-V/def2-TZVPD",
  "elements": ["Zr", "C", "C", "C", "C", "C", "C", "C", "C", "C", "H", "H", "H", "H", "H", "H", "H", "H", "H", "H", "H", "H", "H", "H", "H", "P", "P", "C", "C", "C", "C", "C", "C", "C", "C", "C", "C", "C", "C", "C", "C", "C", "C", "C", "C", "C", "C", "C", "C", "C", "C", "C", "C", "H", "H", "H", "H", "H", "H", "H", "H", "H", "H", "H", "H", "H", "H", "H", "H", "H", "H", "H", "H", "H", "H", "C", "C", "C", "C", "C", "C", "O", "N", "C", "O", "N", "C", "O", "H", "H", "H", "H", "H", "H", "H", "H", "H", "H", "H"],
  "xyz": [[1.29453, -0.89367, -2.82074], [-3.16623, 0.22499, 0.06436], [-3.33015, 0.20686, -1.26504], [-3.77723, 1.31976, -2.17250], [-2.68683, 2.17806, -2.90109], [-1.91850, 2.98236, -1.89304], [-1.75693, 2.67132, -0.59561], [-2.83229, 2.77378, 0.43687], [-3.31284, 1.40949, 0.97013], [3.33536, -0.72381, -2.13862], [-3.04373, -0.72644, 0.60829], [-3.19991, -0.73414, -1.79665], [-4.46976, 1.97629, -1.63936], [-4.38090, 0.85138, -2.96380], [-1.99382, 1.50843, -3.44457], [-3.14364, 2.79826, -3.70204], [-1.33814, 3.81656, -2.31159], [-0.77170, 2.32854, -0.23666], [-3.67205, 3.33315, -0.00051], [-2.42212, 3.40302, 1.24940], [-2.76106, 1.20822, 1.89504], [-4.36082, 1.55550, 1.27142], [3.57678, -0.96196, -1.07933], [3.71746, 0.29646, -2.33185], [3.94540, -1.40955, -2.76178], [0.23244, -2.17492, -7.11357], [2.10926, 0.35003, -7.63204], [-0.46166, -0.58352, -7.64395], [0.37335, 0.38834, -8.09159], [-0.29994, -3.13803, -8.65603], [-1.31436, -2.73252, -9.53394], [-1.69436, -3.53052, -10.61828], [-1.03275, -4.73212, -10.87717], [0.03405, -5.11326, -10.05393], [0.40970, -4.32016, -8.96413], [-1.11028, -2.57815, -5.94757], [-1.02376, -1.88502, -4.72427], [-1.98802, -2.09744, -3.75212], [-3.05367, -2.98505, -3.99040], [-3.14174, -3.66349, -5.20103], [-2.16336, -3.47371, -6.18599], [2.69392, 0.74213, -9.41986], [2.35807, -0.15323, -10.45721], [2.65087, 0.14547, -11.79460], [3.29195, 1.34503, -12.13221], [3.67285, 2.21695, -11.11098], [3.39836, 1.90852, -9.76819], [2.23840, 2.04115, -6.92964], [3.44104, 2.33753, -6.26520], [3.65266, 3.61318, -5.74728], [2.66539, 4.59943, -5.87760], [1.46134, 4.29685, -6.51874], [1.23278, 3.01373, -7.03237], [-1.55676, -0.47672, -7.62820], [0.03272, 1.16776, -8.78477], [-1.82792, -1.78600, -9.38541], [-2.51026, -3.21517, -11.26466], [-1.33518, -5.36743, -11.71261], [0.57749, -6.04029, -10.26272], [1.25696, -4.62183, -8.34005], [-0.28273, -1.04010, -4.60280], [-1.90029, -1.55413, -2.80909], [-3.80946, -3.12082, -3.21033], [-3.97469, -4.34945, -5.38496], [-2.23918, -4.01273, -7.12412], [1.83557, -1.08750, -10.23057], [2.37362, -0.54999, -12.58763], [3.50788, 1.58789, -13.17612], [4.18738, 3.15022, -11.35860], [3.71601, 2.61519, -8.99886], [4.20770, 1.56837, -6.17228], [4.58574, 3.83642, -5.23780], [2.83032, 5.59751, -5.46468], [0.68081, 5.05665, -6.62118], [0.27737, 2.78873, -7.50916], [-0.82448, -1.17563, 3.89871], [-0.60610, -0.74485, 2.44668], [0.87939, -0.67151, 1.97623], [1.80170, 0.06452, 3.02614], [1.32790, 1.42744, 3.49660], [1.39140, -2.10683, 1.84972], [1.81665, -2.80950, 2.76498], [1.32661, -2.67997, 0.56536], [0.99067, -2.05272, -0.57044], [1.11764, -2.64622, -1.73064], [0.80851, -0.71156, -0.61668], [0.93644, 0.05941, 0.57597], [1.10724, 1.28458, 0.49587], [-0.16856, -2.01327, 4.17561], [-1.86926, -1.49410, 4.03275], [-0.64112, -0.33591, 4.58551], [-1.14332, -1.41348, 1.74831], [-1.03220, 0.25837, 2.28825], [1.98380, -0.59853, 3.88840], [2.77493, 0.17829, 2.52235], [0.44027, 1.39089, 4.14360], [2.14481, 1.87763, 4.07377], [1.12902, 2.04573, 2.61335], [1.56309, -3.66806, 0.48436]],
  "total_charge": 2,
  "homo_lumo_gap_ha": [0.1145, 0.1148],
  "e_above_lowest_ev": 1.6301,
  "homo_energy_ev": [-12.1, -12.1]
}